{"formula": "C32H40BF7FeNP2Se", "method": "ωB97M-V/def2-TZVPD", "gap_ev": [7.2, 7.7], "homo_energy_ev": [-7.2, -7.4], "e_above_lowest_kcal_mol": 0.0, "s2": 0.79, "spin_multiplicity": 2, "lumo_ha": [-0.0010, 0.0098], "e_tot_ev": -173337.33618, "species": ["Fe", "C", "C", "C", "P", "C", "C", "C", "C", "C", "C", "C", "C", "C", "C", "N", "C", "C", "C", "C", "C", "C", "C", "P", "C", "C", "C", "C", "C", "C", "H", "H", "H", "H", "H", "H", "H", "H", "H", "H", "H", "H", "H", "H", "H", "H", "H", "H", "H", "H", "H", "H", "H", "H", "H", "H", "H", "H", "H", "H", "H", "H", "H", "H", "H", "H", "H", "H", "H", "H", "F", "B", "F", "F", "C", "C", "F", "C", "F", "C", "Se", "C", "F", "C", "F"], "positions_angstrom": [[0.39864, 0.20720, 0.04535], [3.26502, -0.52988, -3.85284], [3.03729, 0.12024, -2.48893], [3.72216, -0.69890, -1.39755], [1.26147, 0.45177, -2.08011], [0.93363, 2.14732, -2.75754], [1.42108, 2.43032, -4.17525], [-0.55406, 2.46574, -2.61588], [0.11232, -0.58625, -3.00085], [0.01761, -0.67212, -4.39155], [-1.11036, -1.16794, -5.02169], [-1.17782, -1.30391, -6.51820], [-2.18858, -1.51753, -4.20864], [-2.11087, -1.45992, -2.83247], [-0.93074, -1.05428, -2.18807], [-0.79603, -1.01382, -0.79011], [-1.49039, -1.98310, -0.04155], [-1.92212, -3.22482, -0.52107], [-2.64470, -4.08197, 0.29125], [-2.97068, -3.76070, 1.60598], [-3.78604, -4.68393, 2.47079], [-2.47167, -2.56470, 2.10220], [-1.71612, -1.71055, 1.31058], [-0.84736, -0.24404, 1.89425], [-2.26351, 0.91792, 2.16567], [-2.82862, 1.33966, 0.81044], [-1.93020, 2.14030, 3.01162], [-0.28888, -0.68014, 3.60687], [0.28974, -2.09227, 3.73476], [0.73831, 0.32092, 4.13635], [4.33654, -0.67550, -4.00334], [2.89461, 0.07215, -4.68052], [2.78563, -1.50907, -3.89990], [3.48129, 1.12207, -2.48750], [3.26132, -1.68420, -1.29584], [3.69166, -0.18868, -0.43618], [4.77056, -0.85390, -1.66091], [1.48849, 2.79652, -2.07359], [0.88182, 1.83796, -4.91497], [2.49021, 2.25413, -4.29215], [1.23719, 3.48162, -4.40769], [-1.15883, 1.82038, -3.25674], [-0.73976, 3.50216, -2.90403], [-0.89225, 2.34418, -1.58517], [0.84056, -0.33197, -5.00447], [-0.52203, -0.58522, -7.01047], [-2.19215, -1.14172, -6.88382], [-0.87026, -2.30225, -6.83757], [-3.11727, -1.83950, -4.66719], [-2.97686, -1.72557, -2.24312], [-1.68767, -3.53121, -1.52985], [-2.96418, -5.03588, -0.11354], [-4.08416, -5.57496, 1.91935], [-4.69359, -4.19378, 2.82807], [-3.22235, -5.00768, 3.34796], [-2.65668, -2.30684, 3.14125], [-3.00970, 0.30698, 2.68645], [-2.12214, 1.99237, 0.29224], [-3.75274, 1.90266, 0.95591], [-3.04250, 0.48566, 0.16605], [-1.11852, 2.70728, 2.55757], [-1.65495, 1.88132, 4.03370], [-2.80117, 2.79730, 3.06159], [-1.19985, -0.61702, 4.21440], [1.18274, -2.21495, 3.12325], [-0.41507, -2.87325, 3.46317], [0.59182, -2.24952, 4.77263], [1.68520, 0.17639, 3.61733], [0.90694, 0.14226, 5.20063], [0.43638, 1.35894, 4.01091], [2.55155, -0.95477, 1.62619], [1.56607, -1.16677, 0.74789], [1.43533, -2.45276, 0.39773], [2.79787, 4.42517, 5.98204], [2.53901, 3.91632, 4.77885], [3.30071, 2.87268, 4.28440], [4.29591, 2.37381, 5.02018], [3.01918, 2.35000, 3.03495], [3.78527, 1.34530, 2.60676], [1.97356, 2.82074, 2.25368], [1.64726, 2.15906, 0.48585], [1.25919, 3.89763, 2.75911], [0.28292, 4.46562, 2.03973], [1.51619, 4.43694, 4.00770], [0.79318, 5.46077, 4.46722]], "mulliken_charge": [-0.076, -1.718, 0.776, -1.616, 1.247, 0.584, -1.397, -1.391, 0.010, -0.483, 0.128, -1.728, -1.092, -0.717, -0.318, 0.972, -0.410, -0.670, -1.261, 0.639, -1.498, -0.910, -0.041, 1.398, 0.438, -1.598, -1.565, 0.383, -1.440, -1.409, 0.507, 0.283, 0.332, 0.613, 0.321, 0.156, 0.594, 0.580, 0.270, 0.353, 0.462, 0.215, 0.593, -0.056, 0.388, 0.365, 0.391, 0.326, 0.380, 0.649, 0.654, 0.325, 0.361, 0.339, 0.329, 0.505, 0.777, 0.252, 0.561, 0.170, 0.215, 0.291, 0.517, 0.681, 0.194, 0.339, 0.492, 0.189, 0.585, 0.010, -0.073, -0.069, -0.144, -0.323, 0.692, 0.415, -0.321, 0.344, -0.384, -0.438, -0.279, 0.194, -0.410, 0.373, -0.323]}

---

{"formula": "C32H40Br2F5N2O12S", "method": "ωB97M-V/def2-TZVPD", "gap_ev": 5.9, "charge": 1, "homo_energy_ev": -11.1, "e_above_lowest_kcal_mol": 282.0, "lumo_ha": -0.1899, "e_tot_ev": -225866.64207, "species": ["C", "C", "O", "C", "C", "O", "C", "C", "S", "C", "O", "O", "C", "N", "C", "C", "C", "N", "C", "C", "C", "F", "Br", "C", "F", "F", "Br", "C", "C", "F", "C", "C", "C", "F", "H", "H", "H", "H", "H", "H", "H", "H", "H", "H", "H", "H", "H", "H", "H", "H", "H", "H", "H", "H", "H", "H", "H", "H", "H", "H", "H", "H", "H", "H", "H", "H", "C", "C", "C", "O", "C", "C", "C", "O", "O", "O", "H", "H", "H", "H", "C", "C", "C", "O", "C", "C", "C", "O", "O", "O", "H", "H", "H", "H"], "positions_angstrom": [[4.77633, -7.18919, 1.70267], [3.23392, -7.25999, 1.09196], [2.98970, -6.31533, -0.01124], [2.43168, -5.02353, 0.51094], [1.99554, -4.01399, -0.74763], [0.89946, -3.15285, -0.27762], [-0.22988, -3.11556, -1.21965], [-1.71279, -2.94364, -0.46538], [-2.10594, -4.73295, -0.04759], [-3.23214, -4.96788, 1.43037], [-2.81067, -5.47250, -1.25124], [-0.82156, -5.60331, 0.24416], [-2.85007, -2.16107, -1.40973], [-3.27058, -2.81056, -2.70932], [-2.42953, -2.49971, -3.74877], [-2.12930, -1.00556, -4.35576], [-1.67522, -3.76918, -4.50276], [-3.91470, -1.84571, -0.35991], [-5.41665, -1.70602, -0.46651], [-6.17689, -2.92176, -1.26000], [-7.42975, -3.60591, -0.45512], [-8.28254, -4.27392, -1.50844], [-6.88206, -5.10397, 0.79408], [-8.41877, -2.55487, 0.32174], [-9.79935, -3.16607, 0.26200], [-8.54500, -1.22185, -0.31650], [-8.00946, -2.44504, 2.31753], [-3.29096, -1.61418, 0.87294], [-1.65893, -1.81439, 0.72181], [-1.31101, -2.49305, 1.99166], [-0.70298, -0.49110, 0.56662], [0.63645, -0.48508, 1.51184], [1.91823, 0.35002, 0.85161], [3.01327, -0.63751, 0.60904], [5.25371, -8.27288, 1.80575], [4.67730, -6.73633, 2.79968], [5.47456, -6.48396, 1.05973], [3.14036, -8.35395, 0.62355], [2.44920, -7.16930, 1.95584], [1.55153, -5.21568, 1.26588], [3.28433, -4.45779, 1.08739], [2.98675, -3.42743, -1.02485], [1.72453, -4.72642, -1.63553], [-0.07477, -2.20305, -1.95734], [-0.34323, -4.08425, -1.88650], [-4.13546, -4.22670, 1.36678], [-3.70924, -6.05960, 1.50543], [-2.66369, -4.71325, 2.43935], [-2.38818, -1.07334, -1.57915], [-1.05323, -0.65238, -3.97777], [-2.90467, -0.18854, -3.96715], [-2.07808, -1.02198, -5.52573], [-2.43370, -4.67936, -4.44030], [-1.60412, -3.51266, -5.66646], [-0.63283, -4.04247, -4.04664], [-5.61244, -0.71847, -1.10783], [-5.82472, -1.47562, 0.60559], [-5.37431, -3.78867, -1.42933], [-6.52274, -2.61277, -2.36014], [-3.83347, -1.31915, 1.89452], [-0.32489, -0.37146, -0.55908], [-1.31322, 0.50103, 0.78838], [1.06052, -1.54863, 1.77675], [0.39179, 0.09218, 2.52691], [1.66547, 0.85639, -0.17277], [2.36106, 1.15048, 1.59923], [0.54643, 4.77096, 0.65321], [0.99689, 6.01924, 0.79323], [1.57201, 6.76790, -0.35846], [1.96042, 7.92034, -0.20347], [1.65564, 6.07888, -1.65571], [1.20830, 4.82940, -1.79468], [0.60816, 4.09104, -0.64978], [0.18889, 2.95009, -0.81288], [1.28631, 4.17494, -3.01033], [0.94460, 6.66388, 2.01545], [0.12396, 4.21594, 1.48133], [2.09211, 6.62816, -2.48004], [0.89728, 3.28686, -2.85391], [1.32808, 7.55398, 1.85752], [4.91136, 9.84246, 3.30310], [6.19773, 10.00436, 3.61895], [7.28007, 9.65995, 2.65586], [8.45243, 9.83740, 2.96747], [6.88989, 9.10693, 1.34951], [5.60358, 8.94188, 1.03519], [4.52109, 9.31210, 1.98770], [3.34741, 9.16599, 1.66320], [5.22992, 8.42014, -0.18970], [6.57230, 10.49985, 4.85439], [4.11440, 10.09079, 3.99268], [7.68695, 8.84417, 0.66585], [4.24810, 8.40122, -0.17661], [7.55385, 10.52439, 4.83893]], "mulliken_charge": [-0.851, -0.182, -0.351, -0.334, -0.511, 0.019, -1.361, 0.635, 1.284, -0.685, -0.630, -0.605, -1.271, -0.169, 0.640, -0.986, -0.845, 0.651, -0.541, -0.367, 0.202, -0.307, -0.014, 0.499, -0.240, -0.240, -0.054, -0.642, 1.750, -0.420, -1.063, -0.309, -0.054, -0.338, 0.294, 0.231, 0.241, 0.265, 0.240, 0.227, 0.289, 0.325, 0.222, 0.231, 0.497, 0.046, 0.396, 0.295, 0.371, 0.210, 0.273, 0.400, 0.285, 0.404, 0.155, 0.178, 0.206, 0.250, 0.391, 0.303, 0.217, 0.317, 0.145, 0.452, 0.085, 0.242, -0.884, 0.361, 0.877, -0.570, -0.808, 0.321, 0.928, -0.582, -0.575, -0.574, 0.441, 0.454, 0.307, 0.324, -0.874, 0.345, 0.887, -0.597, -0.801, 0.331, 0.885, -0.544, -0.563, -0.558, 0.417, 0.424, 0.284, 0.351]}